Computed, not measured: a 2-piece molecular cluster, CHINOS overall in a non-equilibrium geometry, with ωB97M-V/def2-TZVPD.

Calculated values
- Multiplicity: 3
- Charge: -1
- <S²>: 2.01
- Frontier orbital gap (alpha / beta): 4.51 / 7.18 eV
- Largest force on an atom: 2.629 eV/Å

Geometry (Å):
C  -0.832  -0.807  0.564
N  1.012  0.338  -0.391
O  -1.149  -0.383  1.589
S  -1.223  -1.894  -0.575
I  1.231  2.364  0.261
H  0.960  0.382  -1.448

Results of the Mulliken charge analysis, in e, for atoms 1 through 5: 0.42 -0.50 -0.28 -0.35 -0.51